This record from OMol25 describes a molecular structure, C17H21AsClF6IN4O3PZr. The level of theory is ωB97M-V/def2-TZVPD.

```
! wB97M-V def2-TZVPD RIJCOSX def2/J DEFGRID3
* xyz 4 2
Zr -0.54 0.18 -0.54
Cl 5.14 0.63 3.62
C 3.59 0.52 2.99
C 2.50 0.52 3.87
C 1.20 0.45 3.39
I -0.41 0.39 4.69
C 0.97 0.40 2.01
O -0.23 0.42 1.46
C 2.07 0.34 1.11
N 1.74 0.23 -0.20
C 2.73 0.18 -1.09
C 4.07 0.24 -0.73
C 4.41 0.35 0.60
C 3.39 0.41 1.57
H 2.70 0.58 4.93
H 2.44 0.09 -2.13
H 4.83 0.19 -1.50
H 5.45 0.41 0.90
F 0.23 1.25 -2.32
As -0.52 0.17 -3.63
F -1.88 0.34 -2.46
F -1.01 1.48 -4.52
F -1.30 -1.08 -4.41
F 1.01 -0.07 -4.24
F -0.04 -1.09 -2.22
N -1.63 -3.02 3.22
C -2.52 -2.73 2.04
P -1.61 -2.50 0.45
O -0.12 -2.50 0.62
O -2.10 -1.18 -0.16
C -2.07 -3.87 -0.71
N -0.85 -4.66 -1.11
H -2.19 -3.28 4.04
H -1.09 -2.18 3.49
H -0.96 -3.77 3.06
H -3.06 -1.81 2.26
H -3.26 -3.53 1.97
H -2.49 -3.41 -1.61
H -2.82 -4.55 -0.32
H 0.00 -4.13 -0.89
H -0.85 -4.86 -2.12
H -0.80 -5.56 -0.63
N -2.12 1.76 -0.09
C -1.42 2.89 -0.68
C -1.90 3.44 -1.87
C -1.19 4.46 -2.47
C 0.00 4.91 -1.89
C 0.47 4.35 -0.69
C -0.24 3.33 -0.08
H -3.02 1.60 -0.53
H -2.29 1.88 0.91
H -2.83 3.08 -2.31
H -1.56 4.91 -3.38
H 0.55 5.72 -2.35
H 1.37 4.74 -0.23
H 0.06 2.96 0.89
*
```

The calculation puts the HOMO energy (spin up / spin down) at -18.118 / -18.082 eV. The calculation puts the frontier orbital gap (spin up / spin down) at 5.99 / 2.21 eV. The value obtained for the relative energy (zero: lowest compared OMol25 entry of this formula, charge and spin) is 0.4 kcal/mol. As for the LUMO energy (spin up / spin down): -12.127 / -15.873 eV.

For each atom in turn, the Löwdin charge in e is: atom 1 (Zr): 1.93, atom 2 (Cl): 0.87, atom 3 (C): -0.60, atom 4 (C): -0.13, atom 5 (C): -0.63, atom 6 (I): 1.09, atom 7 (C): -0.43, atom 8 (O): -0.32, atom 9 (C): -0.17, atom 10 (N): -0.02, atom 11 (C): -0.06, atom 12 (C): 0.02, atom 13 (C): 0.06, atom 14 (C): -0.14, atom 15 (H): 0.12, atom 16 (H): 0.11, atom 17 (H): 0.14, atom 18 (H): 0.13, atom 19 (F): -0.33, atom 20 (As): 0.90, atom 21 (F): -0.29, atom 22 (F): -0.10, atom 23 (F): -0.11, atom 24 (F): -0.11, atom 25 (F): -0.37, atom 26 (N): 0.18, atom 27 (C): -0.14, atom 28 (P): 0.50, atom 29 (O): -0.31, atom 30 (O): -0.44, atom 31 (C): -0.13, atom 32 (N): 0.19, atom 33 (H): 0.19, atom 34 (H): 0.07, atom 35 (H): 0.18, atom 36 (H): 0.12, atom 37 (H): 0.12, atom 38 (H): 0.12, atom 39 (H): 0.12, atom 40 (H): 0.15, atom 41 (H): 0.19, atom 42 (H): 0.19, atom 43 (N): 0.05, atom 44 (C): -0.25, atom 45 (C): 0.05, atom 46 (C): 0.05, atom 47 (C): 0.11, atom 48 (C): 0.08, atom 49 (C): 0.01, atom 50 (H): 0.15, atom 51 (H): 0.16, atom 52 (H): 0.15, atom 53 (H): 0.16, atom 54 (H): 0.16, atom 55 (H): 0.16, atom 56 (H): 0.14

***

This record from OMol25 describes a molecular structure, C17H21AsPdS4SbTe. The level of theory is ωB97M-V/def2-TZVPD.

```
! wB97M-V def2-TZVPD RIJCOSX def2/J DEFGRID3
* xyz -1 1
Pd 0.88 -1.02 -0.69
S -0.57 -4.26 -2.38
Sb 1.12 -2.88 -3.04
S 0.16 -0.61 -2.84
S 2.70 -2.36 -1.31
S 2.15 -3.04 -5.05
C -1.88 0.45 1.38
As -1.36 -0.85 0.01
C -2.84 -0.76 -1.21
C -1.59 -2.58 0.92
C -3.02 -2.88 1.23
C -3.62 -2.47 2.42
C -4.96 -2.73 2.67
C -5.72 -3.41 1.73
C -5.13 -3.84 0.55
C -3.79 -3.58 0.30
H -2.88 0.25 1.77
H -1.86 1.44 0.92
H -1.15 0.42 2.18
H -3.78 -0.82 -0.66
H -2.75 -1.58 -1.92
H -2.77 0.18 -1.76
H -0.97 -2.53 1.82
H -1.17 -3.30 0.23
H -3.03 -1.95 3.16
H -5.41 -2.41 3.60
H -6.77 -3.62 1.93
H -5.72 -4.37 -0.19
H -3.33 -3.91 -0.62
C 3.65 2.73 1.68
Te 2.04 1.44 1.05
C 2.91 1.75 -0.90
C 3.73 3.01 -0.80
C 4.15 3.68 -1.94
C 4.91 4.84 -1.84
C 5.27 5.32 -0.58
C 4.86 4.64 0.55
C 4.09 3.48 0.46
H 4.47 2.13 2.09
H 3.29 3.40 2.46
H 2.11 1.81 -1.63
H 3.52 0.88 -1.15
H 3.87 3.31 -2.92
H 5.22 5.36 -2.73
H 5.86 6.22 -0.49
H 5.13 5.02 1.53
*
```

The calculation puts the HOMO energy at -4.530 eV. The calculation puts the frontier orbital gap at 5.95 eV. As for the LUMO energy: 1.420 eV.

For each atom in turn, the Löwdin charge in e is: atom 1 (Pd): -0.08, atom 2 (S): -0.26, atom 3 (Sb): -0.22, atom 4 (S): -0.05, atom 5 (S): -0.15, atom 6 (S): -0.29, atom 7 (C): -0.30, atom 8 (As): 1.01, atom 9 (C): -0.31, atom 10 (C): -0.31, atom 11 (C): -0.31, atom 12 (C): -0.07, atom 13 (C): -0.10, atom 14 (C): -0.11, atom 15 (C): -0.08, atom 16 (C): -0.05, atom 17 (H): 0.02, atom 18 (H): 0.02, atom 19 (H): 0.01, atom 20 (H): 0.03, atom 21 (H): 0.02, atom 22 (H): 0.02, atom 23 (H): 0.08, atom 24 (H): 0.01, atom 25 (H): 0.11, atom 26 (H): 0.10, atom 27 (H): 0.09, atom 28 (H): 0.10, atom 29 (H): 0.10, atom 30 (C): -0.46, atom 31 (Te): 1.15, atom 32 (C): -0.44, atom 33 (C): -0.29, atom 34 (C): -0.04, atom 35 (C): -0.09, atom 36 (C): -0.10, atom 37 (C): -0.05, atom 38 (C): -0.30, atom 39 (H): 0.05, atom 40 (H): 0.04, atom 41 (H): 0.04, atom 42 (H): 0.05, atom 43 (H): 0.12, atom 44 (H): 0.10, atom 45 (H): 0.10, atom 46 (H): 0.11

***

This record from OMol25 describes a molecular structure, C17H21BF4N4O2S2Ti. The level of theory is ωB97M-V/def2-TZVPD.

```
! wB97M-V def2-TZVPD RIJCOSX def2/J DEFGRID3
* xyz -1 2
Ti -0.26 -0.94 0.57
C 1.68 -0.89 -2.26
N 0.67 0.05 -1.70
C 1.28 1.39 -1.49
C 0.80 2.17 -0.26
N 0.97 1.35 0.97
C 2.43 1.24 1.27
C 0.32 1.95 2.09
C 0.12 3.31 2.24
C -0.67 3.82 3.27
C -1.23 2.98 4.20
C -0.99 1.60 4.12
C -0.17 1.07 3.11
S 0.04 -0.64 2.99
C -0.52 0.08 -2.51
C -0.46 -0.17 -3.90
C -1.62 -0.31 -4.64
C -2.85 -0.22 -4.01
C -2.95 -0.07 -2.63
C -1.77 0.11 -1.87
S -2.00 0.35 -0.11
H 2.07 -0.54 -3.22
H 1.29 -1.90 -2.30
H 2.55 -0.96 -1.59
H 1.08 2.00 -2.38
H 2.36 1.26 -1.45
H -0.26 2.42 -0.36
H 1.38 3.12 -0.19
H 2.85 2.21 1.55
H 2.94 0.86 0.39
H 2.58 0.51 2.06
H 0.69 4.00 1.62
H -0.86 4.90 3.34
H -1.87 3.35 4.99
H -1.44 0.88 4.78
H 0.53 -0.24 -4.33
H -1.53 -0.55 -5.72
H -3.75 -0.38 -4.56
H -3.92 0.00 -2.13
N -1.51 -2.77 1.35
N -1.92 -3.67 0.30
C -0.91 -3.60 -0.75
O -0.69 -4.55 -1.47
O -0.35 -2.40 -0.77
H -0.93 -3.22 2.07
H -2.35 -2.35 1.76
H -1.96 -4.64 0.63
F 1.74 -1.35 0.58
B 2.28 -2.46 1.46
F 1.15 -3.10 1.94
F 3.00 -1.87 2.44
F 2.96 -3.19 0.54
*
```

The calculation puts the HOMO energy (spin up / spin down) at -4.266 / -4.708 eV. The calculation puts the frontier orbital gap (spin up / spin down) at 7.00 / 7.44 eV. The value obtained for the relative energy (zero: lowest compared OMol25 entry of this formula, charge and spin) is 0.0 kcal/mol. As for the LUMO energy (spin up / spin down): 2.736 / 2.732 eV.

For each atom in turn, the Löwdin charge in e is: atom 1 (Ti): 0.64, atom 2 (C): -0.06, atom 3 (N): -0.17, atom 4 (C): -0.15, atom 5 (C): -0.19, atom 6 (N): -0.20, atom 7 (C): -0.04, atom 8 (C): -0.31, atom 9 (C): -0.04, atom 10 (C): -0.12, atom 11 (C): -0.12, atom 12 (C): -0.12, atom 13 (C): -0.59, atom 14 (S): 0.71, atom 15 (C): -0.27, atom 16 (C): -0.03, atom 17 (C): -0.10, atom 18 (C): -0.11, atom 19 (C): -0.11, atom 20 (C): -0.54, atom 21 (S): 0.64, atom 22 (H): 0.08, atom 23 (H): 0.09, atom 24 (H): 0.09, atom 25 (H): 0.13, atom 26 (H): 0.10, atom 27 (H): 0.09, atom 28 (H): 0.12, atom 29 (H): 0.10, atom 30 (H): 0.08, atom 31 (H): 0.07, atom 32 (H): 0.10, atom 33 (H): 0.09, atom 34 (H): 0.10, atom 35 (H): 0.08, atom 36 (H): 0.09, atom 37 (H): 0.10, atom 38 (H): 0.09, atom 39 (H): 0.10, atom 40 (N): -0.07, atom 41 (N): 0.03, atom 42 (C): -0.61, atom 43 (O): 0.05, atom 44 (O): -0.19, atom 45 (H): 0.09, atom 46 (H): 0.09, atom 47 (H): 0.12, atom 48 (F): -0.10, atom 49 (B): -1.29, atom 50 (F): 0.10, atom 51 (F): 0.17, atom 52 (F): 0.18

***

This record from OMol25 describes a molecular structure, C17H21BiN8O5S3. The level of theory is ωB97M-V/def2-TZVPD.

```
! wB97M-V def2-TZVPD RIJCOSX def2/J DEFGRID3
* xyz -2 1
Bi 9.91 10.27 9.54
O 7.19 8.45 7.22
C 6.71 9.60 6.57
C 6.78 10.94 7.36
N 8.16 11.43 7.60
C 9.00 11.38 6.42
C 9.69 10.00 6.15
O 10.13 9.79 5.00
O 9.74 9.18 7.11
C 8.14 12.79 8.14
C 7.90 12.88 9.63
O 7.28 13.88 10.05
O 8.37 11.95 10.38
H 8.19 8.54 7.21
H 5.65 9.44 6.42
H 7.20 9.75 5.61
H 6.34 10.83 8.34
H 6.21 11.69 6.77
H 9.90 12.01 6.64
H 8.50 11.72 5.49
H 7.35 13.38 7.60
H 9.12 13.22 7.95
S 11.64 8.11 9.65
C 11.90 8.61 11.31
S 10.86 9.79 12.07
C 12.82 7.97 12.10
C 13.18 8.35 13.45
N 13.56 8.67 14.49
C 13.59 6.90 11.57
N 14.29 6.05 11.32
N 8.18 9.12 10.08
C 7.12 9.15 10.57
N 5.90 9.20 10.88
C 5.50 9.06 12.12
N 5.03 8.94 13.15
C 10.55 16.99 8.90
C 9.93 15.59 8.86
N 10.09 14.90 10.11
C 10.94 13.89 10.39
S 12.14 13.34 9.32
N 10.72 13.30 11.60
C 9.59 13.57 12.48
C 9.89 14.69 13.47
H 10.51 17.47 7.89
H 11.60 16.86 9.19
H 10.09 17.60 9.67
H 10.43 15.10 8.03
H 8.85 15.65 8.73
H 9.26 14.98 10.70
H 11.29 12.55 11.82
H 9.45 12.70 13.06
H 8.71 13.74 11.88
H 10.82 14.47 14.00
H 9.15 14.73 14.24
H 10.00 15.69 13.05
*
```

The calculation puts the HOMO energy at -3.234 eV. The calculation puts the frontier orbital gap at 7.36 eV. The value obtained for the relative energy (zero: lowest compared OMol25 entry of this formula, charge and spin) is 2.6 kcal/mol. As for the LUMO energy: 4.121 eV.

For each atom in turn, the Löwdin charge in e is: atom 1 (Bi): 1.53, atom 2 (O): -0.09, atom 3 (C): -0.25, atom 4 (C): -0.14, atom 5 (N): -0.23, atom 6 (C): -0.14, atom 7 (C): -0.69, atom 8 (O): -0.01, atom 9 (O): -0.21, atom 10 (C): -0.14, atom 11 (C): -0.66, atom 12 (O): -0.02, atom 13 (O): -0.23, atom 14 (H): 0.04, atom 15 (H): 0.10, atom 16 (H): 0.11, atom 17 (H): 0.11, atom 18 (H): 0.12, atom 19 (H): 0.13, atom 20 (H): 0.13, atom 21 (H): 0.14, atom 22 (H): 0.09, atom 23 (S): 0.48, atom 24 (C): -1.17, atom 25 (S): 0.47, atom 26 (C): -0.42, atom 27 (C): -0.27, atom 28 (N): 0.11, atom 29 (C): -0.31, atom 30 (N): 0.13, atom 31 (N): -0.04, atom 32 (C): -0.33, atom 33 (N): 0.10, atom 34 (C): -0.42, atom 35 (N): 0.08, atom 36 (C): -0.09, atom 37 (C): -0.30, atom 38 (N): 0.00, atom 39 (C): -0.86, atom 40 (S): 0.53, atom 41 (N): 0.00, atom 42 (C): -0.23, atom 43 (C): -0.08, atom 44 (H): 0.08, atom 45 (H): 0.07, atom 46 (H): 0.06, atom 47 (H): 0.08, atom 48 (H): 0.11, atom 49 (H): 0.11, atom 50 (H): 0.04, atom 51 (H): 0.10, atom 52 (H): 0.08, atom 53 (H): 0.07, atom 54 (H): 0.06, atom 55 (H): 0.07

***

This record from OMol25 describes a molecular structure, C17H21CeN5O5SSe. The level of theory is ωB97M-V/def2-TZVPD.

```
! wB97M-V def2-TZVPD RIJCOSX def2/J DEFGRID3
* xyz -1 2
Ce -0.51 -0.76 -0.68
C -1.00 -5.13 -1.10
C -1.70 -4.32 -0.21
C -1.01 -3.62 0.79
C 0.37 -3.81 0.97
C 1.05 -4.67 0.10
C 0.38 -5.29 -0.93
H -1.51 -5.61 -1.94
H -2.78 -4.19 -0.29
H -1.54 -2.97 1.49
H 0.91 -3.32 1.77
H 2.13 -4.80 0.19
H 0.91 -5.96 -1.61
C -2.06 3.81 -0.13
C -1.25 2.57 -0.30
N -1.82 1.41 -0.49
N -3.18 1.42 -0.65
C -3.86 0.29 -0.70
N -5.16 0.49 -1.00
S -3.34 -1.36 -0.41
C 0.19 2.58 -0.08
C 0.64 3.65 0.73
C 1.97 3.95 1.17
C 3.15 3.46 0.67
C 3.20 2.36 -0.37
N 0.84 1.49 -0.51
H -3.01 3.64 -0.63
H -1.59 4.69 -0.57
H -2.34 4.02 0.92
H -5.54 1.42 -0.90
H -5.80 -0.30 -0.94
H -0.10 4.40 1.00
H 1.98 4.68 1.99
H 4.10 3.92 0.94
H 4.22 1.94 -0.40
N 0.56 0.92 3.08
C 1.01 0.24 2.03
O 0.30 -0.76 1.64
C 2.32 0.57 1.36
C 2.21 1.19 -0.11
H -0.39 0.78 3.42
H 1.07 1.70 3.50
H 2.89 -0.35 1.26
H 2.89 1.26 2.00
H 2.54 0.41 -0.80
H 3.03 2.74 -1.40
O 1.87 -2.53 -4.14
Se 1.02 -1.84 -2.92
O -0.58 -2.40 -2.51
O 1.73 -1.84 -1.34
O 0.56 -0.16 -2.94
*
```

The calculation puts the HOMO energy (spin up / spin down) at -3.871 / -3.876 eV. The calculation puts the frontier orbital gap (spin up / spin down) at 6.24 / 6.25 eV. The value obtained for the relative energy (zero: lowest compared OMol25 entry of this formula, charge and spin) is 0.0 kcal/mol. As for the LUMO energy (spin up / spin down): 2.371 / 2.371 eV.

For each atom in turn, the Löwdin charge in e is: atom 1 (Ce): 0.99, atom 2 (C): -0.08, atom 3 (C): -0.12, atom 4 (C): -0.16, atom 5 (C): -0.10, atom 6 (C): -0.09, atom 7 (C): -0.10, atom 8 (H): 0.11, atom 9 (H): 0.09, atom 10 (H): 0.09, atom 11 (H): 0.10, atom 12 (H): 0.11, atom 13 (H): 0.10, atom 14 (C): -0.05, atom 15 (C): -0.25, atom 16 (N): -0.07, atom 17 (N): -0.03, atom 18 (C): -0.85, atom 19 (N): 0.04, atom 20 (S): 0.59, atom 21 (C): -0.28, atom 22 (C): -0.08, atom 23 (C): -0.16, atom 24 (C): -0.14, atom 25 (C): -0.15, atom 26 (N): -0.03, atom 27 (H): 0.05, atom 28 (H): 0.08, atom 29 (H): 0.09, atom 30 (H): 0.09, atom 31 (H): 0.07, atom 32 (H): 0.07, atom 33 (H): 0.08, atom 34 (H): 0.07, atom 35 (H): 0.10, atom 36 (N): 0.21, atom 37 (C): -0.44, atom 38 (O): -0.15, atom 39 (C): -0.02, atom 40 (C): -0.31, atom 41 (H): 0.13, atom 42 (H): 0.13, atom 43 (H): 0.13, atom 44 (H): 0.11, atom 45 (H): 0.11, atom 46 (H): 0.13, atom 47 (O): -0.47, atom 48 (Se): 0.94, atom 49 (O): -0.58, atom 50 (O): -0.55, atom 51 (O): -0.55